DFT (ωB97M-V/def2-TZVPD) results for a molecular structure, C29H31BrN4O2STa.

Energy relative to the best compared isomer or geometry (same formula, charge and spin) (kcal/mol): 0.0
Orbital gap (eV): 5.6
Max |F| (eV/A): 0.49
HOMO energy (Ha): -0.5948
Total charge: +3
E (Ha): -4521.59619

The geometry in XYZ format:
```
69
Properties=species:S:1:pos:R:3:forces:R:3:mulliken_charge:R:1
Ta -0.136 -0.040 0.702 -0.4 -0.2 0.0 1.248
C -3.954 -0.791 3.010 0.0 0.0 0.0 -0.907
C -3.937 -2.172 3.173 0.0 0.0 0.0 -0.523
C -2.872 -2.902 2.674 0.0 0.0 0.0 -1.025
C -1.836 -2.250 2.027 0.0 0.0 0.0 1.410
N -1.855 -0.901 1.874 0.1 0.0 -0.1 0.007
C -2.903 -0.195 2.356 0.0 0.0 0.0 -0.035
C -0.672 -2.915 1.421 0.0 0.0 -0.1 0.744
C -0.424 -4.271 1.544 0.0 0.0 0.0 -0.938
C 0.666 -4.838 0.892 0.0 0.0 0.0 -0.837
C 1.513 -4.057 0.117 0.0 0.0 0.0 -0.955
C 1.292 -2.693 0.009 0.0 0.0 0.0 -0.492
C 0.207 -2.096 0.674 0.0 0.2 0.0 0.930
H -4.770 -0.187 3.380 0.0 0.0 0.0 0.498
H -4.751 -2.675 3.679 0.0 0.0 0.0 0.493
H -2.854 -3.977 2.778 0.0 0.0 0.0 0.483
H -2.886 0.874 2.197 0.0 0.0 0.0 0.367
H -1.067 -4.906 2.138 0.0 0.0 0.0 0.468
H 0.847 -5.901 0.983 0.0 0.0 0.0 0.448
H 2.343 -4.512 -0.406 0.0 0.0 0.0 0.491
H 1.963 -2.114 -0.613 0.0 0.0 0.0 0.393
C 6.030 1.351 0.125 0.0 0.0 0.0 -1.327
C 4.798 1.237 1.005 0.0 0.0 0.0 -0.406
N 3.811 2.286 0.668 0.0 0.0 -0.1 -0.094
C 2.618 2.173 0.121 0.0 0.0 0.0 0.600
S 2.023 0.538 -0.236 0.0 0.1 0.1 -0.620
N 1.924 3.238 -0.224 0.0 0.1 0.0 0.077
C 0.681 3.340 -1.012 0.0 0.0 0.1 -0.118
C 0.873 4.286 -2.184 0.0 0.0 0.0 -1.544
H 6.728 0.553 0.376 0.0 0.0 0.0 0.389
H 6.545 2.298 0.282 0.0 0.0 0.0 0.416
H 5.772 1.261 -0.930 0.0 0.0 0.0 0.328
H 5.054 1.365 2.057 0.0 0.0 0.0 0.315
H 4.317 0.269 0.891 0.0 0.0 0.0 0.359
H 4.175 3.230 0.745 0.0 0.0 0.0 0.312
H 2.359 4.134 -0.031 0.0 0.0 0.0 0.322
H -0.107 3.692 -0.343 0.0 0.0 0.0 0.157
H 0.418 2.343 -1.357 0.0 0.0 0.0 0.169
H 1.110 5.296 -1.846 0.0 0.0 0.0 0.430
H -0.050 4.344 -2.759 0.0 0.0 0.0 0.415
H 1.666 3.939 -2.845 0.0 0.0 0.0 0.369
Br -6.411 3.421 -1.382 0.0 0.0 0.0 -0.091
C -5.312 1.957 -1.784 0.0 0.0 0.0 -0.387
C -5.713 1.024 -2.744 0.0 0.0 0.0 -0.283
C -4.909 -0.066 -3.064 0.0 0.0 0.0 -0.817
C -3.695 -0.240 -2.433 0.0 0.0 0.0 -0.487
C -3.300 0.695 -1.462 0.0 0.1 0.0 0.365
C -4.106 1.800 -1.137 0.0 0.0 0.0 -0.176
C -2.062 0.523 -0.793 0.0 0.0 -0.2 0.974
O -1.634 1.295 0.183 0.4 -0.2 0.2 -0.549
O -1.224 -0.436 -1.018 0.0 0.0 0.2 -0.645
H -6.663 1.159 -3.245 0.0 0.0 0.0 0.462
H -5.241 -0.771 -3.814 0.0 0.0 0.0 0.464
H -3.053 -1.075 -2.677 0.0 0.0 0.0 0.515
H -3.783 2.522 -0.400 0.0 0.0 0.0 0.578
N 0.588 0.261 2.834 -0.1 0.0 -0.1 -0.256
C 0.874 1.688 3.041 0.0 0.0 0.0 0.277
C 2.085 2.083 3.586 0.0 0.0 0.0 -0.724
C 2.330 3.436 3.764 0.0 0.0 0.0 -0.769
C 1.376 4.379 3.392 0.0 0.0 0.0 -0.656
C 0.164 3.970 2.856 0.0 0.0 0.0 -0.905
C -0.093 2.615 2.679 0.0 0.0 0.0 0.052
H 1.439 -0.277 2.999 0.0 0.0 0.0 0.382
H -0.087 -0.074 3.522 0.0 0.0 0.0 0.409
H 2.815 1.346 3.903 0.0 0.0 0.0 0.546
H 3.258 3.756 4.221 0.0 0.0 0.0 0.495
H 1.567 5.432 3.555 0.0 0.0 0.0 0.482
H -0.594 4.699 2.603 0.0 0.0 0.0 0.509
H -1.066 2.305 2.316 0.0 0.0 0.0 0.420
```
Positions in Å, forces in eV/Å.

DFT (ωB97M-V/def2-TZVPD) results for 4 unconnected molecules or ions with the total composition C29H31F7N4O9S in a non-equilibrium geometry.

Orbital gap (eV): 7.3
Max |F| (eV/A): 2.17
HOMO energy (Ha): -0.3315
E (Ha): -3116.91318

The geometry in XYZ format:
```
81
Properties=species:S:1:pos:R:3:forces:R:3:mulliken_charge:R:1
H -3.737 0.489 -1.579 0.0 0.2 0.1 0.199
N -4.000 -0.472 -1.403 0.2 -0.7 0.1 -0.567
C -3.047 -1.269 -1.655 -0.2 0.6 -0.2 0.345
N -3.236 -2.665 -1.496 0.3 0.2 -0.2 -0.596
N -1.783 -0.865 -2.156 0.2 -0.4 0.9 -0.300
C -0.605 -1.508 -1.508 0.0 0.2 -1.1 -0.799
C 0.122 -2.452 -2.483 -0.2 -0.3 0.7 -0.399
C 0.497 -3.782 -1.829 -0.2 -0.2 -0.4 -0.424
C 1.549 -4.532 -2.640 -0.3 0.7 0.4 -1.229
N 2.810 -3.762 -2.681 0.1 -1.1 -0.3 0.074
C 3.833 -4.372 -1.837 0.3 0.2 -0.1 -1.179
C 4.783 -3.333 -1.255 -0.5 -0.7 0.4 -0.179
O 5.634 -3.983 -0.372 -0.2 0.2 0.0 -0.388
C 5.501 -3.547 0.981 0.3 -0.4 -0.2 -0.391
S 5.890 -2.660 -2.572 1.3 -1.7 -0.5 1.265
O 5.827 -3.570 -3.686 -0.9 0.3 -0.2 -0.724
O 7.210 -2.481 -2.048 -0.4 1.1 0.5 -0.657
C 5.218 -1.062 -3.278 0.2 0.3 -0.7 0.488
F 3.940 -1.244 -3.660 0.3 0.1 0.4 -0.224
F 5.946 -0.861 -4.399 0.0 -0.1 0.4 -0.255
C 5.375 0.221 -2.427 0.1 0.3 0.3 0.714
F 6.650 0.330 -1.995 -0.3 -0.1 -0.2 -0.246
F 5.118 1.296 -3.199 -0.2 -0.4 0.0 -0.293
C 4.464 0.324 -1.167 0.0 1.0 0.2 0.499
F 3.204 -0.042 -1.402 0.4 -0.2 0.1 -0.241
F 4.974 -0.388 -0.152 -0.3 -0.1 -0.3 -0.150
F 4.456 1.611 -0.779 0.0 -0.4 -0.1 -0.289
H -3.002 -2.936 -0.551 -0.3 -0.2 0.1 0.292
H -2.627 -3.165 -2.131 0.1 -0.1 0.1 0.361
H -1.685 0.131 -2.031 -0.3 0.2 -0.3 0.287
H 0.071 -0.701 -1.234 0.1 0.0 0.2 0.351
H -0.899 -2.033 -0.604 0.0 -0.1 0.2 0.364
H 1.020 -1.990 -2.881 0.1 0.2 -0.1 0.141
H -0.571 -2.649 -3.297 0.1 0.0 -0.3 0.278
H -0.396 -4.413 -1.812 -0.1 -0.1 0.2 0.316
H 0.802 -3.652 -0.790 0.2 0.1 0.1 0.439
H 1.147 -4.633 -3.647 0.1 -0.1 -0.2 0.489
H 1.679 -5.537 -2.237 0.2 -0.1 0.0 0.405
H 3.152 -3.873 -3.628 0.1 0.4 -0.1 0.252
H 4.428 -5.131 -2.344 0.0 -0.1 -0.1 0.263
H 3.407 -4.868 -0.967 -0.3 0.1 0.1 0.565
H 4.171 -2.571 -0.774 0.2 0.4 -0.1 0.583
H 4.539 -3.830 1.414 -0.2 0.2 -0.2 0.266
H 6.263 -4.061 1.541 0.2 -0.1 0.0 0.360
H 5.697 -2.488 1.064 -0.2 0.2 0.0 -0.016
O -5.295 1.835 -1.956 -0.1 0.5 -0.1 -0.483
C -5.900 2.664 -1.313 0.0 -0.1 0.0 0.418
C -7.242 3.136 -1.735 -0.1 0.0 0.0 -0.424
C -7.907 4.047 -1.030 0.0 0.0 -0.1 -0.349
C -7.335 4.625 0.209 0.0 0.0 0.0 0.384
O -7.943 5.456 0.854 0.2 0.0 -0.1 -0.579
C -5.995 4.154 0.635 0.1 0.0 0.0 -0.466
C -5.330 3.244 -0.070 0.0 0.0 0.0 -0.248
H -7.641 2.699 -2.642 0.0 0.0 0.0 0.428
H -8.886 4.406 -1.320 0.0 0.0 0.0 0.422
H -5.598 4.590 1.543 0.0 0.0 0.0 0.418
H -4.352 2.884 0.223 0.0 0.0 0.0 0.407
O -10.156 6.701 6.360 0.0 0.0 0.0 -0.545
C -10.571 6.191 5.341 0.0 0.0 0.0 0.378
C -9.756 6.164 4.102 0.0 0.0 0.0 -0.399
C -10.214 5.606 2.984 0.0 0.0 0.0 -0.360
C -11.560 4.984 2.933 0.0 0.0 0.0 0.364
O -11.979 4.472 1.916 0.0 0.0 0.0 -0.550
C -12.378 5.010 4.172 0.0 0.0 0.1 -0.360
C -11.918 5.569 5.288 -0.1 0.0 0.0 -0.389
H -8.777 6.622 4.160 0.0 0.0 0.0 0.436
H -9.631 5.578 2.070 -0.1 0.0 0.1 0.652
H -13.357 4.552 4.112 0.0 0.0 0.0 0.410
H -12.496 5.599 6.203 0.0 0.0 0.0 0.403
O 10.798 1.324 2.830 0.0 0.0 0.0 -0.538
C 9.992 0.420 2.852 0.0 0.0 0.0 0.327
C 8.705 0.518 2.119 -0.1 0.0 0.0 -0.428
C 7.819 -0.474 2.145 0.0 0.0 0.0 -0.079
C 8.080 -1.720 2.906 0.0 -0.1 0.0 0.509
O 7.274 -2.630 2.930 0.2 0.3 0.3 -0.543
C 9.366 -1.818 3.638 0.1 0.0 0.0 -0.357
C 10.252 -0.827 3.613 0.0 -0.1 0.0 -0.446
H 8.534 1.434 1.568 0.0 0.0 0.0 0.435
H 6.877 -0.417 1.618 0.0 0.0 0.0 0.279
H 9.536 -2.736 4.186 0.0 0.0 0.0 0.418
H 11.197 -0.879 4.140 0.0 0.0 0.0 0.401
```
Positions in Å, forces in eV/Å.

DFT (ωB97M-V/def2-TZVPD) results for a single C29H31FN2O5S molecule.

Energy relative to the best compared isomer or geometry (same formula, charge and spin) (kcal/mol): 0.0
Orbital gap (eV): 8.7
Max |F| (eV/A): 0.95
HOMO energy (Ha): -0.3077
E (Ha): -2107.50426

The geometry in XYZ format:
```
69
Properties=species:S:1:pos:R:3:forces:R:3:mulliken_charge:R:1
C 1.069 3.829 3.913 0.0 -0.2 -0.1 -1.748
C 1.133 2.419 3.340 0.0 0.2 0.1 0.306
C 2.263 2.163 2.377 0.0 -0.2 0.0 0.899
C 3.104 3.162 1.914 0.0 0.0 0.0 -0.677
C 4.134 2.863 1.041 0.1 0.1 0.0 -1.234
C 4.324 1.569 0.600 0.0 0.0 0.0 -0.837
C 3.487 0.542 1.020 -0.1 -0.1 0.2 0.873
C 3.652 -0.862 0.510 0.1 0.0 -0.1 -0.192
C 4.128 -0.933 -0.939 -0.1 0.0 0.2 -1.653
C 2.474 0.857 1.925 0.4 0.2 0.0 -0.295
N 1.607 -0.161 2.405 -0.1 0.5 -0.4 0.462
C 2.034 -1.241 3.080 -0.6 -0.6 0.2 0.696
O 3.180 -1.455 3.407 0.2 0.0 0.1 -0.683
C 0.913 -2.228 3.451 0.3 0.1 0.5 -0.800
O 0.122 -2.579 2.318 0.3 -0.2 -0.2 -0.288
C -1.133 -2.138 2.270 -0.5 -0.2 -0.1 0.554
O -1.657 -1.465 3.118 0.0 0.1 0.0 -0.637
C -1.806 -2.559 0.982 0.2 0.4 0.1 -0.672
C -1.799 -1.339 0.035 -0.6 -0.2 0.3 -1.189
C -2.660 -1.572 -1.180 -0.1 -0.1 -0.1 -0.074
C -4.044 -1.492 -1.061 0.1 -0.1 0.0 -0.348
C -4.860 -1.666 -2.160 -0.1 0.0 0.1 -0.914
C -4.294 -1.922 -3.400 0.0 0.0 -0.1 -0.639
C -2.922 -2.008 -3.522 -0.1 0.0 0.1 -0.797
C -2.089 -1.841 -2.419 0.0 0.0 0.0 0.959
C -0.598 -1.909 -2.615 0.1 0.0 0.1 -1.407
C 0.189 -1.816 -1.304 0.4 -0.2 -0.5 -0.940
N -0.448 -0.969 -0.324 0.2 0.9 0.2 0.866
S -0.194 0.670 -0.428 -0.2 0.1 -0.3 1.765
O 1.139 0.876 -0.897 0.0 -0.2 -0.4 -0.780
O -0.583 1.204 0.846 -0.4 0.0 0.0 -0.787
C -1.338 1.278 -1.674 0.6 -0.1 0.6 -0.324
C -0.878 1.415 -2.971 0.1 0.1 -0.1 -0.491
C -1.758 1.773 -3.976 -0.2 0.0 0.0 -0.753
C -3.086 1.986 -3.645 0.1 -0.1 0.1 0.357
F -3.953 2.309 -4.619 0.1 0.0 0.1 -0.360
C -3.549 1.893 -2.343 0.0 0.0 -0.1 -0.764
C -2.656 1.537 -1.348 -0.1 0.1 0.0 -0.159
H 1.994 4.080 4.429 0.1 0.1 0.0 0.366
H 0.890 4.561 3.130 0.0 0.1 0.0 0.379
H 0.252 3.894 4.629 0.0 0.1 0.0 0.440
H 1.218 1.706 4.166 -0.1 0.0 -0.1 0.374
H 0.195 2.205 2.817 0.0 0.0 0.2 0.042
H 2.968 4.181 2.239 0.0 0.1 0.1 0.380
H 4.792 3.649 0.699 0.1 0.1 0.0 0.398
H 5.129 1.358 -0.085 0.1 0.0 -0.1 0.315
H 4.349 -1.396 1.163 -0.1 0.0 0.0 0.462
H 2.688 -1.373 0.584 0.0 0.0 0.1 0.029
H 5.167 -0.631 -1.034 0.1 0.0 -0.1 0.483
H 4.042 -1.953 -1.308 0.0 -0.1 -0.1 0.418
H 3.514 -0.279 -1.555 0.0 0.0 -0.2 0.285
H 0.620 0.012 2.263 0.0 -0.2 0.1 0.127
H 1.373 -3.144 3.827 0.0 0.2 -0.1 0.372
H 0.270 -1.786 4.221 0.1 -0.1 -0.1 0.360
H -2.841 -2.830 1.191 0.1 0.0 0.0 0.563
H -1.283 -3.402 0.538 -0.1 0.0 0.0 0.454
H -2.196 -0.495 0.610 -0.1 -0.2 0.0 0.802
H -4.475 -1.280 -0.093 -0.1 0.1 0.2 0.531
H -5.932 -1.597 -2.056 -0.1 0.0 0.0 0.437
H -4.923 -2.053 -4.267 -0.1 0.0 -0.1 0.418
H -2.477 -2.208 -4.486 0.1 0.0 -0.1 0.459
H -0.309 -1.091 -3.279 0.0 -0.1 0.0 0.348
H -0.342 -2.841 -3.124 0.0 0.1 0.0 0.725
H 0.312 -2.806 -0.858 0.0 0.1 0.0 0.550
H 1.178 -1.392 -1.476 0.0 -0.3 0.0 0.155
H 0.171 1.258 -3.167 0.1 0.0 -0.1 0.578
H -1.435 1.888 -4.999 0.0 0.0 -0.1 0.471
H -4.585 2.094 -2.126 -0.1 0.0 0.0 0.473
H -2.971 1.479 -0.319 -0.1 0.0 0.1 0.514
```
Positions in Å, forces in eV/Å.

DFT (ωB97M-V/def2-TZVPD) results for 2 unconnected molecules or ions with the total composition C29H31N2O2S in a non-equilibrium geometry.

Energy relative to the best compared isomer or geometry (same formula, charge and spin) (kcal/mol): 2.4
Orbital gap (eV): 5.6
Max |F| (eV/A): 2.28
HOMO energy (Ha): -0.3761
Total charge: +1
E (Ha): -1781.58028

The geometry in XYZ format:
```
65
Properties=species:S:1:pos:R:3:forces:R:3:mulliken_charge:R:1
C 1.844 -1.447 2.917 -0.1 -0.1 0.0 -0.656
C 0.468 -1.818 2.416 -0.2 0.0 -0.2 -0.523
N -0.490 -0.763 2.635 0.2 0.1 0.2 0.096
C -1.905 -1.032 2.453 0.2 -0.6 -0.2 -0.738
C -2.517 0.346 2.573 -0.5 0.4 0.1 -0.429
N -1.403 1.304 2.624 1.7 -0.2 -0.1 -0.176
C -0.298 0.595 2.618 -2.3 -0.1 -0.2 0.100
S 1.286 1.287 2.605 0.2 0.4 0.4 -0.062
C 2.323 -0.163 2.276 0.3 0.2 -0.3 -0.622
H 1.834 -1.362 4.005 0.0 0.1 0.0 0.299
H 2.532 -2.251 2.641 0.0 0.1 0.1 0.344
H 0.523 -2.038 1.338 0.0 -0.2 0.1 0.331
H 0.086 -2.705 2.939 0.2 0.1 -0.2 0.300
H -2.092 -1.468 1.462 0.1 -0.1 0.1 0.272
H -2.253 -1.734 3.217 0.0 0.0 -0.1 0.334
H -3.164 0.560 1.709 0.1 0.1 0.3 0.190
H -3.138 0.392 3.479 0.1 0.3 -0.2 0.273
H 3.306 0.111 2.678 -0.2 0.0 -0.3 0.372
H 2.379 -0.253 1.183 0.2 -0.2 0.3 0.352
C -2.250 5.096 11.132 -0.1 0.1 -0.3 -0.802
O -3.131 5.527 10.076 0.5 -0.2 -0.9 -0.428
C -2.703 5.447 8.786 0.2 -0.1 0.2 0.895
C -3.651 5.786 7.792 0.1 -0.2 0.4 -0.830
C -3.342 5.650 6.457 0.2 0.0 -0.1 -0.317
C -2.026 5.330 6.045 0.1 0.0 0.1 -0.380
C -1.651 5.184 4.635 0.3 0.2 -0.2 0.204
C -2.541 4.576 3.714 -0.1 0.1 0.1 -0.668
C -2.315 4.433 2.360 -0.1 0.5 0.3 -0.097
C -3.224 3.852 1.409 -0.7 -0.5 -0.5 0.480
C -2.866 3.777 0.034 0.0 0.1 0.7 -0.472
C -3.722 3.200 -0.896 -0.2 -0.1 0.0 -0.621
C -4.964 2.679 -0.487 0.4 0.3 0.2 -0.378
C -5.337 2.764 0.861 0.0 0.1 0.2 -0.730
C -4.490 3.350 1.799 0.3 -0.1 -0.3 -0.226
C -0.333 5.666 4.216 0.3 -0.2 0.2 -0.044
C 0.187 6.898 4.701 -0.2 -0.2 0.0 -0.134
C 1.392 7.388 4.250 0.3 -0.4 -0.1 -0.889
C 2.214 6.592 3.416 0.0 -0.1 -0.2 0.817
O 3.409 7.147 3.074 -0.8 -0.7 0.1 -0.438
C 4.329 6.387 2.272 -0.2 0.1 0.2 -0.785
C 1.758 5.316 2.999 0.2 0.6 0.0 -0.370
C 0.478 4.906 3.352 0.1 0.0 0.0 -0.058
C -1.063 5.083 7.054 0.0 0.0 -0.4 -0.309
C -1.398 5.056 8.396 -0.5 0.3 0.3 -0.606
H -2.834 5.263 12.036 0.2 -0.1 0.0 0.247
H -1.997 4.031 11.033 -0.1 0.3 0.0 0.344
H -1.332 5.700 11.151 -0.3 -0.1 0.0 0.334
H -4.631 6.119 8.127 0.2 -0.1 -0.1 0.436
H -4.102 5.844 5.702 0.1 0.1 0.2 0.491
H -3.483 4.222 4.135 0.3 0.0 -0.1 0.582
H -1.409 4.848 1.923 -0.2 -0.1 0.2 0.733
H -1.894 4.186 -0.262 -0.4 -0.2 0.0 0.381
H -3.429 3.160 -1.949 -0.1 0.0 0.4 0.384
H -5.637 2.220 -1.218 0.3 0.2 0.3 0.398
H -6.304 2.378 1.194 0.3 0.1 -0.2 0.380
H -4.788 3.421 2.847 0.0 -0.1 -0.4 0.342
H -0.393 7.479 5.417 0.0 -0.1 -0.3 0.538
H 1.764 8.363 4.554 -0.1 -0.2 0.0 0.449
H 5.178 7.059 2.158 0.0 -0.2 -0.1 0.254
H 4.634 5.466 2.787 -0.1 0.2 -0.1 0.329
H 3.898 6.147 1.290 0.1 0.1 0.2 0.325
H 2.383 4.665 2.385 -0.2 0.2 0.2 0.449
H 0.111 3.946 2.987 0.2 0.1 0.3 -0.117
H -0.033 4.864 6.767 -0.3 -0.1 0.0 0.463
H -0.653 4.770 9.141 -0.2 0.2 -0.3 0.394
```
Positions in Å, forces in eV/Å.